## w
{"formula": "C2H3NO2S", "method": "ωB97M-V with the def2-TZVPD basis set", "species": ["C", "C", "N", "O", "O", "S", "H", "H", "H"], "positions_angstrom": [[-0.1941, -1.4952, 0.5778], [0.9259, 0.7243, -0.4745], [-0.2610, 1.0857, -0.1215], [-0.4927, 1.9523, 0.6874], [-1.4581, 0.3256, -0.6457], [-1.5633, -1.2257, -0.1518], [0.0620, -2.2548, 1.2186], [1.8003, 1.0004, 0.0878], [1.1810, -0.1127, -1.1782]], "nbo_charge": [-0.639, -0.205, 0.348, -0.414, -0.597, 0.863, 0.206, 0.224, 0.214], "homo_ha": -0.3182, "charge": 0, "molar_mass_g_mol": 105.1}

---

## x
{"formula": "C2H3NO2S", "method": "ωB97M-V with the def2-TZVPD basis set", "species": ["C", "C", "H", "H", "H", "N", "O", "O", "S"], "positions_angstrom": [[-0.2026, 0.8803, -0.1077], [-1.2399, -0.2068, 0.1085], [1.0892, -1.9478, 0.1218], [1.9165, 0.9678, 0.0881], [-0.5030, -1.1203, 0.3638], [1.1445, 0.2872, 0.4179], [1.0380, -0.9053, -0.5834], [-0.4441, 2.1148, -0.3039], [-2.7987, -0.0697, -0.1050]], "nbo_charge": [0.590, -0.437, 0.477, 0.384, 0.221, -0.363, -0.591, -0.501, 0.219], "homo_ha": -0.3347, "charge": 0, "molar_mass_g_mol": 105.1}

---

## y
{"formula": "C2H3NO2S", "method": "ωB97M-V with the def2-TZVPD basis set", "species": ["H", "N", "C", "S", "H", "H", "O", "C", "O"], "positions_angstrom": [[-0.5546, 1.7473, 0.6923], [-1.2272, 0.9461, 0.7939], [-1.3714, 0.1766, -0.1888], [-0.6597, 0.1721, -1.7967], [-1.8331, -0.7493, -0.1037], [0.2155, 1.0331, -1.2769], [1.1907, -2.0074, 0.9785], [1.7588, -1.0798, 0.6072], [2.4810, -0.2387, 0.2943]], "nbo_charge": [0.341, -0.620, -0.019, 0.001, 0.175, 0.124, -0.505, 1.024, -0.521], "homo_ha": -0.3652, "charge": 0, "smiles": "[H]/N=C\\S.O=C=O", "molar_mass_g_mol": 105.1}

---

## z
{"formula": "C2H3NO2S", "method": "ωB97M-V with the def2-TZVPD basis set", "species": ["O", "C", "S", "C", "N", "O", "H", "H", "H"], "positions_angstrom": [[-2.2841, 0.8574, -0.0034], [-1.9662, -0.3141, -0.0054], [-0.3041, -0.9475, -0.0365], [0.6003, 0.6171, 0.0244], [1.8556, 0.7786, -0.0552], [2.6784, -0.2802, -0.0199], [-2.6908, -1.1442, -0.0693], [-0.0031, 1.4926, -0.0816], [2.1141, -1.0597, 0.2469]], "nbo_charge": [-0.513, 0.261, 0.144, -0.158, -0.069, -0.501, 0.155, 0.241, 0.441], "homo_ha": -0.3611, "charge": 0, "smiles": "O=CS/C=N\\O", "molar_mass_g_mol": 105.1}

---

According to the calculations, the structures order from most to least stable as y, z, x, w.

---

## w
{"formula": "C2H3NO2S", "method": "ωB97M-V with the def2-TZVPD basis set", "species": ["O", "C", "O", "N", "C", "S", "H", "H", "H"], "positions_angstrom": [[-0.3438, 1.0332, -0.4161], [-0.0135, -0.2905, -0.2383], [1.3749, -0.5227, -0.7289], [2.4919, -0.1752, 0.0860], [3.7080, -0.1284, -0.0447], [5.1926, 0.2602, 0.1001], [0.2002, 1.5989, 0.2118], [-0.3366, -0.7508, 0.7834], [-0.5131, -0.7956, -0.9467]], "nbo_charge": [-0.693, 0.236, -0.353, -0.223, 0.153, 0.064, 0.483, 0.157, 0.174], "homo_ha": -0.3346, "charge": 0, "smiles": "OCON=C=S", "molar_mass_g_mol": 105.1}

---

## x
{"formula": "C2H3NO2S", "method": "ωB97M-V with the def2-TZVPD basis set", "species": ["C", "C", "N", "O", "O", "S", "H", "H", "H"], "positions_angstrom": [[-1.1327, 0.0273, 0.1767], [-2.2219, 0.3180, -0.4751], [-0.0138, -0.2718, 0.5608], [3.1929, -0.6151, 1.0313], [2.6858, -0.4237, -1.3100], [2.7792, 0.2094, -0.0481], [-3.0262, -0.3974, -0.7718], [-2.2717, 1.3612, -0.8152], [0.0086, -0.2078, 1.6515]], "nbo_charge": [0.416, -0.633, -0.665, -0.853, -0.841, 1.688, 0.258, 0.249, 0.382], "homo_ha": -0.3555, "charge": 0, "molar_mass_g_mol": 105.1}

---

## y
{"formula": "C2H3NO2S", "method": "ωB97M-V with the def2-TZVPD basis set", "species": ["C", "C", "N", "O", "O", "S", "H", "H", "H"], "positions_angstrom": [[-1.0324, -0.1409, 0.1824], [-1.7686, -0.0295, -0.8432], [-0.1239, -0.0689, 0.9865], [1.9831, -0.0416, -1.0239], [2.9336, 0.8774, 1.0857], [2.3506, -0.2307, 0.3266], [-2.0253, -1.0713, -1.2937], [-2.0599, 0.8631, -1.3660], [-0.2573, -0.1575, 1.9456]], "nbo_charge": [0.438, -0.612, -0.678, -0.865, -0.862, 1.673, 0.254, 0.264, 0.388], "homo_ha": -0.3558, "charge": 0, "molar_mass_g_mol": 105.1}

---

## z
{"formula": "C2H3NO2S", "method": "ωB97M-V with the def2-TZVPD basis set", "species": ["O", "C", "C", "S", "N", "O", "H", "H", "H"], "positions_angstrom": [[-2.0544, -0.0262, -1.0537], [-0.9430, -0.4024, -1.2506], [0.1858, -0.3167, -0.2597], [1.7145, -0.8641, -0.4026], [-0.1216, 0.4366, 1.1432], [1.0170, 0.8753, 1.7504], [-0.8661, -1.1334, -2.1671], [-0.6383, 1.2414, 0.7373], [1.7061, 0.1892, 1.5027]], "nbo_charge": [-0.459, 0.347, -0.119, 0.067, -0.270, -0.547, 0.149, 0.364, 0.468], "homo_ha": [-0.3505, -0.3505], "charge": 0, "smiles": "O=CC(=S)NO", "molar_mass_g_mol": 105.1}

---

According to the calculations, the structures order from most to least stable as x, y, z, w.

---

## w
{"formula": "C3H11NO2S", "method": "ωB97M-V with the def2-TZVPD basis set", "species": ["N", "C", "C", "O", "C", "S", "H", "H", "H", "H", "H", "H", "H", "H", "H", "O", "H", "H"], "positions_angstrom": [[0.7150, 1.0742, 0.8852], [0.9444, 0.2194, -0.2896], [0.1136, 0.8467, -1.4728], [-0.1747, -0.1277, -2.4773], [0.4108, -1.1789, -0.0854], [0.7956, -2.0597, 1.4535], [-0.1202, 0.9046, 1.4315], [0.7726, 2.0630, 0.6825], [2.0208, 0.2979, -0.4428], [0.7123, 1.6270, -1.9396], [-0.8053, 1.1433, -0.9818], [-0.0499, 0.1948, -3.3754], [0.6313, -1.8074, -0.9415], [-0.6777, -1.1058, -0.0150], [2.1151, -2.0194, 1.6573], [-2.2818, 0.2746, 1.8340], [-1.9161, -0.6030, 1.9760], [-3.2057, 0.2564, 2.1012]], "nbo_charge": [-0.861, -0.077, -0.073, -0.749, -0.523, -0.073, 0.383, 0.358, 0.191, 0.171, 0.177, 0.478, 0.242, 0.223, 0.131, -0.956, 0.479, 0.480], "homo_ha": -0.3206, "charge": 0, "smiles": "N[C@H](CO)CS.O", "molar_mass_g_mol": 125.2}

---

## x
{"formula": "C3H11NO2S", "method": "ωB97M-V with the def2-TZVPD basis set", "species": ["O", "C", "N", "C", "C", "S", "H", "H", "H", "H", "H", "H", "H", "H", "H", "O", "H", "H"], "positions_angstrom": [[1.8566, 0.7358, 2.3794], [1.2056, 1.3388, 1.2543], [0.4868, 0.3959, 0.4424], [-0.9277, 0.5878, 0.2225], [-1.5244, -0.6107, -0.5067], [-3.0645, -0.0298, -1.3433], [2.4140, 0.0266, 2.0341], [1.9652, 1.8692, 0.6940], [0.5110, 2.0380, 1.7126], [0.7348, -0.5748, 0.5406], [-1.0803, 1.4684, -0.4014], [-1.5752, 0.7610, 1.0898], [-1.8434, -1.3428, 0.2180], [-0.8622, -0.9741, -1.2821], [-3.7959, -1.1255, -1.1136], [3.9288, -1.8960, -0.8898], [3.1618, -1.3201, -1.0158], [4.5774, -1.5167, -1.5019]], "nbo_charge": [-0.715, 0.106, -0.673, -0.221, -0.498, -0.061, 0.460, 0.146, 0.169, 0.369, 0.182, 0.178, 0.219, 0.215, 0.124, -0.936, 0.466, 0.470], "homo_ha": -0.3351, "charge": 0, "smiles": "OCNCCS.O", "molar_mass_g_mol": 125.2}

---

According to the calculations, the structures order from most to least stable as w, x.

---

## w
{"formula": "CHN2O2P", "method": "ωB97M-V with the def2-TZVPD basis set", "species": ["C", "N", "N", "O", "O", "P", "H"], "positions_angstrom": [[-1.2783, 0.0086, -0.5078], [-2.0456, 0.3244, -1.3146], [0.9612, 0.5709, 0.4788], [1.5624, 0.9428, 1.4538], [1.1504, 0.7060, -0.7051], [-0.3868, -0.6022, 0.9167], [0.0367, -1.9504, -0.3219]], "nbo_charge": [-0.127, -0.254, 0.327, -0.345, -0.332, 0.666, 0.064], "homo_ha": -0.4095, "charge": 0, "molar_mass_g_mol": 104.0}

---

## x
{"formula": "CHN2O2P", "method": "ωB97M-V with the def2-TZVPD basis set", "species": ["C", "N", "N", "O", "O", "P", "H"], "positions_angstrom": [[0.6860, -0.7243, 0.8864], [1.6217, -0.5018, 1.5324], [3.9514, -0.0338, 1.7768], [4.4099, -1.0122, 2.1985], [4.2512, 0.8078, 1.0027], [-0.5977, -1.0391, -0.2401], [0.2920, -0.3551, -1.0791]], "nbo_charge": [-0.121, -0.304, 0.572, -0.277, -0.305, 0.450, -0.016], "homo_ha": [-0.3621, -0.3388], "charge": 0, "molar_mass_g_mol": 104.0}

---

According to the calculations, the structures order from most to least stable as w, x.

---

## w
{"formula": "C2H8N3O", "method": "ωB97M-V with the def2-TZVPD basis set", "species": ["C", "N", "O", "H", "H", "H", "N", "C", "N", "H", "H", "H", "H", "H"], "positions_angstrom": [[1.5640, 0.8758, 0.0741], [2.3873, 1.8901, 0.0919], [0.3155, 0.8443, -0.1387], [1.9752, -0.0745, 0.4777], [3.2970, 2.1057, -0.3171], [1.9950, 2.7560, 0.6422], [-0.4840, -1.7033, 0.0695], [-1.7126, -1.3957, -0.2842], [-2.2090, -0.1553, -0.2341], [0.0008, -0.7749, -0.0239], [-0.2861, -2.4941, 0.7136], [-2.2600, -2.4075, -0.5112], [-3.1030, 0.1158, -0.6865], [-1.4802, 0.4176, 0.1267]], "nbo_charge": [0.580, -0.841, -0.675, 0.126, 0.456, 0.433, -0.775, 0.402, -0.716, 0.428, 0.452, 0.229, 0.456, 0.446], "homo_ha": -0.5391, "charge": 1, "molar_mass_g_mol": 90.1}

---

## x
{"formula": "C2H8N3O", "method": "ωB97M-V with the def2-TZVPD basis set", "species": ["C", "N", "O", "H", "H", "H", "N", "C", "N", "H", "H", "H", "H", "H"], "positions_angstrom": [[1.0710, -0.4487, -1.5833], [2.2613, -0.0998, -2.0608], [0.6777, -0.3523, -0.4148], [0.5434, -1.1644, -2.2132], [2.6885, -0.6530, -2.7849], [2.8019, 0.6305, -1.6213], [-1.2590, -0.9379, 1.1638], [-1.7265, 0.2862, 1.2668], [-1.0250, 1.3994, 1.0249], [-0.2821, -1.0660, 0.8041], [-1.5098, -1.5794, 1.9068], [-2.6706, 0.4457, 1.7972], [-1.5155, 2.2014, 1.3988], [-0.0554, 1.3383, 1.3161]], "nbo_charge": [0.561, -0.779, -0.718, 0.134, 0.423, 0.414, -0.705, 0.425, -0.712, 0.463, 0.428, 0.217, 0.416, 0.434], "homo_ha": -0.5255, "charge": 1, "molar_mass_g_mol": 90.1}

---

According to the calculations, the structures order from most to least stable as x, w.

---

## w
{"formula": "C3H4N2", "method": "ωB97M-V with the def2-TZVPD basis set", "species": ["C", "C", "C", "N", "N", "H", "H", "H", "H"], "positions_angstrom": [[-0.7582, 1.3513, 0.7356], [0.0711, 0.4750, 0.2094], [0.3633, 1.8290, -0.1671], [0.6030, 2.9480, -0.6149], [-0.1600, -2.2949, -0.5513], [-1.4660, 1.4954, 1.5925], [1.3592, 3.2418, -1.2106], [0.5587, -2.0271, -1.1615], [-0.9794, -1.8523, -0.7459]], "nbo_charge": [-0.235, -0.036, 0.292, -0.657, -0.604, 0.258, 0.393, 0.298, 0.291], "homo_ha": [-0.3697, -0.3205], "charge": 0, "molar_mass_g_mol": 68.1}

---

## x
{"formula": "C3H4N2", "method": "ωB97M-V with the def2-TZVPD basis set", "species": ["N", "C", "C", "C", "N", "H", "H", "H", "H"], "positions_angstrom": [[-1.5705, -0.4876, -0.5012], [-1.1576, -0.6688, -1.6123], [-0.2007, -0.5798, 0.1834], [0.8957, 0.4143, -0.0362], [0.0125, 0.4721, 1.1237], [0.0256, -1.5986, 0.4754], [1.9256, 0.1448, 0.2035], [0.7897, 1.1387, -0.8393], [-0.7204, 1.1648, 1.0031]], "nbo_charge": [-0.559, 0.341, 0.042, -0.266, -0.561, 0.214, 0.211, 0.211, 0.369], "homo_ha": -0.3752, "charge": 0, "molar_mass_g_mol": 68.1}

---

According to the calculations, the structures order from most to least stable as x, w.